Formula: C40H70B2ClF6I2O13
Source: the OMol25 dataset
Level of theory: the ωB97M-V functional and the def2-TZVPD basis

Computed properties:
- HOMO-LUMO gap: 0.25374 Ha
- Charge: -1
- HOMO level: -5.05 eV

Geometry as XYZ:
```
134
C40H70B2ClF6I2O13, DFT the ωB97M-V functional and the def2-TZVPD basis
C 1.08 -2.88 -2.06
C 1.76 -2.20 -1.14
C 2.32 -0.82 -1.29
B 1.80 0.19 -0.03
C 3.02 0.10 1.08
Cl 4.46 0.90 0.28
C 2.96 0.69 2.49
C 3.05 2.22 2.58
O 1.44 1.59 -0.38
C 0.03 1.61 -0.60
C -0.43 3.06 -0.87
O -1.80 3.29 -0.48
C -2.34 4.48 -0.73
F -3.36 4.36 -1.61
F -1.49 5.37 -1.24
F -2.87 5.03 0.36
B -0.06 0.98 -2.12
C -0.99 -0.13 -2.75
O 0.79 1.65 -3.00
C -0.51 0.64 0.51
C -1.91 0.00 0.29
O -2.77 0.83 -0.53
C -3.91 0.31 -0.90
F -4.44 1.06 -1.85
F -3.84 -0.94 -1.37
F -4.81 0.25 0.10
C -0.45 0.93 2.06
I -0.52 -0.98 3.06
C -0.43 1.95 2.92
C -0.40 1.81 4.43
I -0.33 3.97 2.38
O 0.44 -0.40 0.32
H 0.94 -2.51 -3.07
H 0.64 -3.85 -1.82
H 1.94 -2.67 -0.17
H 3.42 -0.92 -1.28
H 2.05 -0.47 -2.29
H 3.30 -0.95 1.19
H 2.09 0.31 3.03
H 3.83 0.29 3.02
H 2.57 2.72 1.75
H 4.09 2.55 2.67
H 2.55 2.56 3.50
H 0.26 3.78 -0.41
H -0.38 3.25 -1.95
H -0.57 -0.44 -3.72
H -1.13 -1.02 -2.15
H -1.97 0.31 -2.97
H 1.60 1.16 -3.18
H -2.42 -0.13 1.25
H -1.77 -0.98 -0.17
H -1.23 1.21 4.79
H 0.55 1.35 4.74
H -0.44 2.80 4.91
C 6.43 6.26 0.78
C 5.44 5.17 0.45
O 4.28 5.24 0.80
C 6.01 4.00 -0.31
H 5.93 7.07 1.32
H 7.19 5.80 1.42
H 6.90 6.65 -0.12
H 6.86 3.59 0.25
H 6.38 4.34 -1.28
H 5.28 3.20 -0.44
C 7.58 -1.63 3.25
C 6.33 -1.89 4.06
O 5.24 -1.92 3.53
C 6.51 -2.10 5.54
H 7.32 -1.49 2.20
H 8.09 -0.74 3.62
H 8.27 -2.48 3.34
H 6.98 -1.23 5.99
H 7.15 -2.97 5.72
H 5.54 -2.27 6.01
C -5.87 -2.17 -3.44
C -5.32 -2.41 -4.82
O -4.20 -2.82 -5.01
C -6.25 -2.12 -5.97
H -5.12 -2.41 -2.70
H -6.16 -1.12 -3.33
H -6.75 -2.80 -3.28
H -6.56 -1.07 -5.95
H -7.15 -2.73 -5.89
H -5.75 -2.33 -6.92
C 6.68 -6.52 7.78
C 5.51 -5.65 7.37
O 5.61 -4.46 7.26
C 4.21 -6.37 7.11
H 7.56 -5.89 7.94
H 6.45 -7.05 8.70
H 6.90 -7.25 7.01
H 3.88 -6.90 8.00
H 4.34 -7.10 6.31
H 3.45 -5.64 6.82
C -10.66 -3.51 -1.39
C -9.76 -2.34 -1.74
O -9.68 -1.93 -2.87
C -8.98 -1.73 -0.61
H -11.16 -3.86 -2.29
H -10.07 -4.32 -0.97
H -11.40 -3.20 -0.66
H -8.32 -2.48 -0.16
H -9.66 -1.34 0.15
H -8.38 -0.90 -0.99
C -1.86 -2.53 -7.16
C -1.34 -2.75 -8.55
O -0.24 -3.18 -8.79
C -2.29 -2.40 -9.68
H -1.10 -2.81 -6.43
H -2.13 -1.48 -7.02
H -2.75 -3.13 -6.99
H -2.57 -1.35 -9.62
H -3.20 -3.00 -9.60
H -1.82 -2.60 -10.64
C -9.36 3.58 -1.81
C -9.07 2.10 -1.88
O -9.55 1.32 -1.09
C -8.13 1.64 -2.96
H -10.04 3.78 -0.99
H -8.44 4.13 -1.67
H -9.81 3.91 -2.75
H -7.15 2.12 -2.85
H -8.53 1.90 -3.94
H -8.01 0.56 -2.91
C 6.69 2.31 3.14
C 7.73 3.39 3.31
O 8.17 4.01 2.37
C 8.18 3.68 4.73
H 6.43 2.19 2.09
H 7.07 1.37 3.53
H 5.79 2.57 3.70
H 8.61 2.78 5.17
H 7.32 3.98 5.34
H 8.92 4.48 4.72
```

=====

Formula: C14H19N4OPtS4Sb
Source: the OMol25 dataset
Level of theory: the ωB97M-V functional and the def2-TZVPD basis

Computed properties:
- HOMO-LUMO gap: 0.17151 Ha
- Energy relative to the best compared isomer or geometry (same formula, charge and spin): 83.3 kJ/mol
- Charge: -2
- HOMO level: -0.37 eV

Geometry as XYZ:
```
44
C14H19N4OPtS4Sb, DFT the ωB97M-V functional and the def2-TZVPD basis
Pt 0.47 -0.24 -0.19
C 3.22 -1.68 0.47
N 1.96 -1.27 1.08
C 2.21 -0.31 2.17
C 1.24 -2.45 1.60
C -0.18 -2.09 1.94
C -0.87 -2.73 2.97
C -2.19 -2.39 3.24
C -2.80 -1.40 2.48
C -2.10 -0.75 1.46
C -0.78 -1.09 1.16
H 3.87 -2.16 1.23
H 3.72 -0.80 0.06
H 3.04 -2.37 -0.35
H 2.84 -0.78 2.95
H 1.28 0.02 2.61
H 2.73 0.55 1.76
H 1.78 -2.87 2.46
H 1.23 -3.19 0.79
H -0.38 -3.50 3.55
H -2.73 -2.89 4.03
H -3.83 -1.12 2.69
H -2.60 0.02 0.89
S 3.98 -2.22 -3.26
Sb 1.95 -1.14 -3.09
S 2.14 0.78 -1.64
S 0.44 -2.49 -1.79
S 0.94 -0.58 -5.09
C -1.36 4.74 -0.38
N -1.35 3.45 -1.04
C -1.63 3.39 -2.37
C -1.58 2.22 -3.03
C -1.26 1.04 -2.30
N -0.95 1.10 -0.99
C -0.91 2.32 -0.33
O -0.59 2.47 0.83
N -1.31 -0.16 -2.89
H -2.39 5.07 -0.19
H -0.86 5.49 -0.99
H -0.84 4.63 0.57
H -1.90 4.32 -2.85
H -1.80 2.16 -4.08
H -0.93 -0.19 -3.84
H -0.89 -0.92 -2.32
```

=====

Formula: C2H2O2S2
Source: the OMol25 dataset
Level of theory: the ωB97M-V functional and the def2-TZVPD basis

Computed properties:
- HOMO-LUMO gap: 0.33457 Ha
- Energy relative to the best compared isomer or geometry (same formula, charge and spin): 355.3 kJ/mol
- Charge: 0
- HOMO level: -9.83 eV

Geometry as XYZ:
```
8
C2H2O2S2, DFT the ωB97M-V functional and the def2-TZVPD basis
C 1.78 -0.81 0.48
C 0.86 -0.68 -0.67
O 3.55 1.68 -0.23
O 4.37 -0.48 -0.77
S 0.48 -1.87 0.66
S 4.19 0.48 0.25
H 0.37 0.30 -0.83
H 1.13 -1.16 -1.54
```

=====

Formula: C22H50IrN3OP3
Source: the OMol25 dataset
Level of theory: the ωB97M-V functional and the def2-TZVPD basis

Computed properties:
- Spin multiplicity: 6
- HOMO-LUMO gap (alpha / beta): 0.18818 / 0.15002 Ha
- Energy relative to the best compared isomer or geometry (same formula, charge and spin): 214.8 kJ/mol
- Expectation value of S²: 8.7741
- Charge: +4
- HOMO level (alpha / beta): -17.12 / -19.73 eV

Geometry as XYZ:
```
80
C22H50IrN3OP3, DFT the ωB97M-V functional and the def2-TZVPD basis
Ir 0.12 -0.45 0.10
P -1.62 -2.06 0.29
P 1.24 -1.23 1.93
P 1.37 -1.84 -1.18
H -0.71 3.66 -1.99
C -0.88 3.64 -3.07
C -2.11 3.48 -3.60
H -3.05 3.62 -3.05
C -3.14 -1.40 1.08
C -1.39 -3.61 1.26
C -2.11 -2.49 -1.41
C 2.79 -0.30 2.20
C 0.20 -0.98 3.43
C 1.83 -2.95 2.17
C 1.06 -1.97 -2.98
C 1.42 -3.68 -0.90
C 3.15 -1.47 -1.06
H -0.12 4.08 -3.76
H -2.22 3.36 -4.69
H -3.35 -0.38 0.74
H -3.03 -1.42 2.17
H -3.98 -2.06 0.78
H -1.15 -3.37 2.31
H -0.62 -4.28 0.86
H -2.35 -4.13 1.23
H -2.12 -1.56 -2.00
H -3.11 -2.93 -1.36
H -1.41 -3.21 -1.86
H 3.42 -0.85 2.91
H 2.57 0.70 2.60
H 3.33 -0.21 1.25
H 0.25 -1.87 4.07
H -0.85 -0.79 3.16
H 0.58 -0.13 4.02
H 2.86 -3.05 1.77
H 1.16 -3.67 1.68
H 1.85 -3.17 3.26
H 1.64 -2.79 -3.43
H 1.32 -1.03 -3.49
H 0.00 -2.18 -3.15
H 1.76 -4.18 -1.82
H 0.45 -4.11 -0.64
H 2.14 -3.94 -0.12
H 3.64 -1.92 -1.94
H 3.59 -1.89 -0.15
H 3.30 -0.38 -1.08
C -0.60 0.67 -3.04
C 0.42 1.65 -3.32
C 1.14 1.50 -4.50
C 0.69 0.66 -5.52
C -0.49 -0.08 -5.34
C -1.14 -0.08 -4.13
O -1.04 0.46 -1.83
H 1.15 0.29 -1.00
H 0.73 2.31 -2.50
H 2.08 2.06 -4.60
H 1.27 0.59 -6.44
H -0.85 -0.73 -6.13
H -1.98 -0.75 -3.90
C -2.84 1.80 3.00
N -1.49 2.33 3.00
C -1.33 3.56 3.79
C -0.56 1.91 2.09
N -0.90 1.11 1.07
N 0.73 2.38 2.26
C 1.31 2.68 3.57
C 1.57 2.67 1.09
H -3.39 2.31 3.79
H -2.87 0.72 3.20
H -3.34 2.00 2.04
H -0.82 3.38 4.76
H -0.77 4.32 3.22
H -2.34 3.94 4.00
H -1.85 1.25 0.73
H 2.39 2.47 3.52
H 1.22 3.74 3.86
H 0.89 2.03 4.36
H 2.28 1.85 0.92
H 0.91 2.79 0.22
H 2.12 3.60 1.28
```

=====

What is the charge in the second record?
-2

=====

Look up the charge of the fourth one.
+4

=====

Repeat the third record exactly.
Formula: C2H2O2S2
Source: the OMol25 dataset
Level of theory: the ωB97M-V functional and the def2-TZVPD basis

Computed properties:
- HOMO-LUMO gap: 0.33457 Ha
- Energy relative to the best compared isomer or geometry (same formula, charge and spin): 355.3 kJ/mol
- Charge: 0
- HOMO level: -9.83 eV

Geometry as XYZ:
```
8
C2H2O2S2, DFT the ωB97M-V functional and the def2-TZVPD basis
C 1.78 -0.81 0.48
C 0.86 -0.68 -0.67
O 3.55 1.68 -0.23
O 4.37 -0.48 -0.77
S 0.48 -1.87 0.66
S 4.19 0.48 0.25
H 0.37 0.30 -0.83
H 1.13 -1.16 -1.54
```